C3H4BrNO | wB97M-V/def2-TZVPD

```
! RIJCOSX wB97M-V def2-TZVPD def2/J DEFGRID3
* xyz 0 1
Br -2.57 1.19 2.38
O 0.68 2.61 1.45
N -1.04 1.06 1.19
C 0.16 1.63 1.05
C -0.79 -0.16 0.33
C 0.55 0.48 0.11
H 0.81 1.07 -0.81
H -0.68 -0.94 0.98
H 1.39 0.13 0.59
H -1.46 -0.24 -0.44
*
```

For the total energy, the calculation gives -76753.740 eV. The calculation puts the energy above the lowest of the compared OMol25 structures with the same formula, charge and spin at 171.8 kJ/mol. As for the gap between HOMO and LUMO: 0.3514 Eh. Its SMILES is O=C1CCN1Br. The largest force on an atom comes out at 4.2 eV/Å.

The net atomic charges from Mulliken, expressed in e, are:
1 Br -0.05
2 O -0.59
3 N -0.10
4 C 0.47
5 C -0.46
6 C -0.42
7 H 0.26
8 H 0.29
9 H 0.28
10 H 0.33


C3H4BrO2 | wB97M-V/def2-TZVPD

```
! RIJCOSX wB97M-V def2-TZVPD def2/J DEFGRID3
* xyz -1 1
Br -1.58 -1.26 0.14
O 1.15 -1.92 -1.40
O 1.87 -1.60 0.78
C -0.16 1.15 0.44
C 1.35 -1.70 -0.26
C -1.43 0.63 -0.23
H -1.34 0.58 -1.41
H -0.19 0.77 1.51
H -0.37 2.30 0.55
H 0.69 1.05 -0.12
*
```

For the total energy, the calculation gives -77312.530 eV. As for the gap between HOMO and LUMO: 0.1873 Eh. The largest force on an atom comes out at 5.0 eV/Å.

The net atomic charges from Mulliken, expressed in e, are:
1 Br -0.36
2 O -0.36
3 O -0.33
4 C -0.88
5 C 0.56
6 C -0.39
7 H 0.01
8 H 0.22
9 H 0.26
10 H 0.26


C3H4Cl2 | wB97M-V/def2-TZVPD

```
! RIJCOSX wB97M-V def2-TZVPD def2/J DEFGRID3
* xyz 0 1
Cl -0.94 -1.21 -0.06
Cl 1.57 -0.29 -0.04
C -0.74 1.58 -0.53
C 0.39 1.05 0.31
C -1.03 0.60 0.41
H 0.80 1.77 0.97
H -1.21 2.52 -0.44
H -1.77 0.76 1.31
H -0.41 1.04 -1.30
*
```

For the total energy, the calculation gives -28217.529 eV. The calculation puts the energy above the lowest of the compared OMol25 structures with the same formula, charge and spin at 253.8 kJ/mol. As for the gap between HOMO and LUMO: 0.3828 Eh. The largest force on an atom comes out at 6.5 eV/Å.

The net atomic charges from Mulliken, expressed in e, are:
1 Cl -0.22
2 Cl -0.18
3 C -0.56
4 C -0.37
5 C 0.02
6 H 0.36
7 H 0.30
8 H 0.30
9 H 0.34


C3H4Cl2 | wB97M-V/def2-TZVPD

```
! RIJCOSX wB97M-V def2-TZVPD def2/J DEFGRID3
* xyz 0 1
Cl 0.89 -0.92 -1.80
Cl -0.20 0.84 2.07
C -1.27 0.29 -0.56
C -0.05 -0.74 -0.39
C -0.11 0.56 0.32
H -2.08 0.04 0.14
H -1.37 1.06 -1.35
H 0.65 1.21 0.13
H -0.32 -1.56 0.17
*
```

For the total energy, the calculation gives -28219.129 eV. The calculation puts the energy above the lowest of the compared OMol25 structures with the same formula, charge and spin at 99.4 kJ/mol. As for the gap between HOMO and LUMO: 0.4094 Eh. Its SMILES is Cl[C@@H]1C[C@H]1Cl. The largest force on an atom comes out at 3.8 eV/Å.

The net atomic charges from Mulliken, expressed in e, are:
1 Cl -0.18
2 Cl -0.21
3 C -0.61
4 C -0.15
5 C -0.13
6 H 0.27
7 H 0.28
8 H 0.35
9 H 0.38


C3H4Cl2N4 | wB97M-V/def2-TZVPD

```
! RIJCOSX wB97M-V def2-TZVPD def2/J DEFGRID3
* xyz 0 1
Cl -3.38 1.46 -0.51
Cl -3.01 -1.35 -0.92
N -0.76 0.22 0.63
N -3.15 -0.08 0.17
N -0.36 0.92 -0.34
N -0.26 -0.95 0.83
C 0.86 0.82 -0.72
C 1.78 0.15 0.15
C 1.01 -1.06 0.55
H 1.09 1.04 -1.72
H 1.96 0.70 1.22
H 1.47 -2.00 1.00
H 2.76 0.12 -0.35
*
```

For the total energy, the calculation gives -34173.651 eV. The calculation puts the energy above the lowest of the compared OMol25 structures with the same formula, charge and spin at 517.3 kJ/mol. As for the gap between HOMO and LUMO (alpha / beta): 0.2842 / 0.2853 Eh. The largest force on an atom comes out at 3.6 eV/Å.

The net atomic charges from Mulliken, expressed in e, are:
1 Cl 0.00
2 Cl 0.01
3 N -0.31
4 N -0.05
5 N 0.04
6 N -0.21
7 C -0.27
8 C -0.30
9 C -0.15
10 H 0.42
11 H 0.21
12 H 0.34
13 H 0.29


C3H4Cl2O | wB97M-V/def2-TZVPD

```
! RIJCOSX wB97M-V def2-TZVPD def2/J DEFGRID3
* xyz 0 1
Cl 1.45 -1.32 -1.22
Cl -0.04 2.23 -0.18
O -1.32 -0.79 1.15
C -0.44 -0.30 0.43
C 0.37 0.87 0.85
C -0.20 -0.80 -0.96
H 1.40 0.63 0.81
H 0.07 1.13 1.85
H -0.88 -1.68 -1.10
H -0.42 0.03 -1.64
*
```

For the total energy, the calculation gives -30267.908 eV. The calculation puts the energy above the lowest of the compared OMol25 structures with the same formula, charge and spin at 35.6 kJ/mol. As for the gap between HOMO and LUMO: 0.3877 Eh. Its SMILES is O=C(CCl)CCl. The largest force on an atom comes out at 2.6 eV/Å.

The net atomic charges from Mulliken, expressed in e, are:
1 Cl -0.17
2 Cl -0.16
3 O -0.54
4 C 0.47
5 C -0.48
6 C -0.39
7 H 0.35
8 H 0.29
9 H 0.29
10 H 0.33


C3H4Cl2OSi | wB97M-V/def2-TZVPD

```
! RIJCOSX wB97M-V def2-TZVPD def2/J DEFGRID3
* xyz 0 1
Cl -2.95 -1.69 0.10
Cl -3.63 1.26 -0.04
Si -2.03 0.07 0.20
O 1.39 -0.67 -0.60
C -0.42 0.72 0.37
C 0.86 -0.07 0.57
C 2.42 -0.08 -1.20
H 2.64 -0.75 -2.03
H 0.64 -0.98 1.08
H 1.54 0.39 1.17
H -0.47 1.79 0.38
*
```

For the total energy, the calculation gives -38143.184 eV. The calculation puts the energy above the lowest of the compared OMol25 structures with the same formula, charge and spin at 349.0 kJ/mol. As for the gap between HOMO and LUMO: 0.3163 Eh. The largest force on an atom comes out at 3.8 eV/Å.

The net atomic charges from Mulliken, expressed in e, are:
1 Cl -0.17
2 Cl -0.20
3 Si 0.59
4 O -0.15
5 C -0.44
6 C -0.50
7 C -0.35
8 H 0.15
9 H 0.29
10 H 0.44
11 H 0.34


C3H4Cl2S | wB97M-V/def2-TZVPD

```
! RIJCOSX wB97M-V def2-TZVPD def2/J DEFGRID3
* xyz 0 1
Cl -1.90 -2.11 -0.80
Cl 1.10 0.95 -0.92
S 3.61 0.23 0.20
C -1.50 -0.91 0.25
C -1.99 0.33 0.33
C 1.92 0.18 0.35
H -1.56 0.88 1.12
H -2.77 0.81 -0.36
H -0.60 -1.20 0.77
H 3.69 0.83 -0.93
*
```

For the total energy, the calculation gives -39052.182 eV. The calculation puts the energy above the lowest of the compared OMol25 structures with the same formula, charge and spin at 308.3 kJ/mol. As for the gap between HOMO and LUMO: 0.3160 Eh. The largest force on an atom comes out at 2.9 eV/Å.

The net atomic charges from Mulliken, expressed in e, are:
1 Cl -0.17
2 Cl -0.06
3 S -0.05
4 C -0.10
5 C -0.58
6 C -0.02
7 H 0.29
8 H 0.23
9 H 0.34
10 H 0.13


C3H4Cl2S | wB97M-V/def2-TZVPD

```
! RIJCOSX wB97M-V def2-TZVPD def2/J DEFGRID3
* xyz 0 1
Cl -2.45 -0.23 -0.85
Cl -0.51 1.99 -0.43
S 1.93 -0.02 -0.91
C 0.25 -0.64 -0.44
C -0.86 0.37 -0.22
C -0.20 -0.26 1.05
H -0.61 -1.12 1.81
H -0.08 -1.47 -1.19
H 0.68 0.46 1.36
H 1.85 0.93 -0.18
*
```

For the total energy, the calculation gives -39053.322 eV. The calculation puts the energy above the lowest of the compared OMol25 structures with the same formula, charge and spin at 198.4 kJ/mol. As for the gap between HOMO and LUMO: 0.3666 Eh. Its SMILES is S[C@H]1CC1(Cl)Cl. The largest force on an atom comes out at 5.6 eV/Å.

The net atomic charges from Mulliken, expressed in e, are:
1 Cl -0.20
2 Cl -0.12
3 S -0.08
4 C -0.30
5 C 0.49
6 C -0.59
7 H 0.26
8 H 0.34
9 H 0.19
10 H 0.01


C3H4Cl2S | wB97M-V/def2-TZVPD

```
! RIJCOSX wB97M-V def2-TZVPD def2/J DEFGRID3
* xyz 0 1
Cl -1.80 -0.71 -1.06
Cl 0.63 -1.06 1.84
S 1.40 1.77 -0.63
C 0.42 0.51 -0.18
C -0.07 -0.55 -1.18
C -0.07 0.38 1.26
H -1.12 0.32 1.10
H 0.11 1.24 1.95
H 0.26 -0.40 -2.20
H 0.24 -1.49 -0.91
*
```

For the total energy, the calculation gives -39055.005 eV. The calculation puts the energy above the lowest of the compared OMol25 structures with the same formula, charge and spin at 36.0 kJ/mol. As for the gap between HOMO and LUMO: 0.3072 Eh. Its SMILES is S=C(CCl)CCl. The largest force on an atom comes out at 2.8 eV/Å.

The net atomic charges from Mulliken, expressed in e, are:
1 Cl -0.19
2 Cl -0.15
3 S -0.21
4 C 0.00
5 C -0.41
6 C -0.34
7 H 0.30
8 H 0.33
9 H 0.37
10 H 0.30


C3H4Cl2S | wB97M-V/def2-TZVPD

```
! RIJCOSX wB97M-V def2-TZVPD def2/J DEFGRID3
* xyz 0 1
Cl 3.12 -1.35 -1.49
Cl 2.28 0.72 0.22
S -0.78 1.22 -1.31
C -1.49 -0.25 0.93
C -0.69 -0.07 -0.14
C 2.74 -1.00 0.08
H 0.13 -0.76 -0.45
H -1.55 2.14 -0.65
H -2.23 0.57 1.40
H -1.52 -1.22 1.40
*
```

For the total energy, the calculation gives -39051.597 eV. The calculation puts the energy above the lowest of the compared OMol25 structures with the same formula, charge and spin at 364.8 kJ/mol. As for the gap between HOMO and LUMO: 0.2726 Eh. The largest force on an atom comes out at 3.1 eV/Å.

The net atomic charges from Mulliken, expressed in e, are:
1 Cl 0.02
2 Cl -0.04
3 S -0.17
4 C -0.64
5 C -0.03
6 C 0.04
7 H 0.28
8 H 0.13
9 H 0.14
10 H 0.26


C3H4Cl4CrN | wB97M-V/def2-TZVPD

```
! RIJCOSX wB97M-V def2-TZVPD def2/J DEFGRID3
* xyz 1 5
Cr 3.85 -1.00 2.87
Cl -0.05 -0.04 -2.76
Cl -1.31 -1.80 -0.76
Cl 1.55 -0.94 1.89
Cl 0.94 -2.77 -2.56
N -1.74 3.19 1.59
C -1.32 2.27 1.05
C 0.20 -1.37 -1.65
C -0.82 1.12 0.43
H -1.39 1.02 -0.49
H -1.10 0.35 1.16
H 0.95 -1.04 -0.94
H 0.23 1.02 0.15
*
```

For the total energy, the calculation gives -83166.255 eV. The calculation puts the energy above the lowest of the compared OMol25 structures with the same formula, charge and spin at 82.7 kJ/mol. As for the gap between HOMO and LUMO (alpha / beta): 0.1547 / 0.2103 Eh. The largest force on an atom comes out at 3.0 eV/Å.

The net atomic charges from Mulliken, expressed in e, are:
1 Cr 1.13
2 Cl -0.09
3 Cl -0.10
4 Cl -0.15
5 Cl -0.14
6 N -0.35
7 C -0.03
8 C 0.34
9 C -0.45
10 H 0.22
11 H 0.29
12 H -0.01
13 H 0.33


C3H4ClF | wB97M-V/def2-TZVPD

```
! RIJCOSX wB97M-V def2-TZVPD def2/J DEFGRID3
* xyz 0 1
Cl 2.99 -0.04 0.01
F 1.07 1.55 0.01
C -1.14 0.08 0.01
C 1.30 0.21 -0.07
C 0.20 -0.51 0.00
H -1.77 -0.49 -0.82
H -1.59 -0.35 0.95
H -1.38 1.10 -0.09
H 0.32 -1.53 0.02
*
```

For the total energy, the calculation gives -18414.484 eV. The calculation puts the energy above the lowest of the compared OMol25 structures with the same formula, charge and spin at 57.0 kJ/mol. As for the gap between HOMO and LUMO: 0.3777 Eh. Its SMILES is C/C=C(\F)Cl. The largest force on an atom comes out at 4.8 eV/Å.

The net atomic charges from Mulliken, expressed in e, are:
1 Cl -0.15
2 F -0.24
3 C -0.92
4 C 0.35
5 C -0.24
6 H 0.24
7 H 0.25
8 H 0.32
9 H 0.40


C3H4ClF | wB97M-V/def2-TZVPD

```
! RIJCOSX wB97M-V def2-TZVPD def2/J DEFGRID3
* xyz 0 1
Cl -1.44 -0.60 0.00
F 1.69 -0.75 -0.56
C -0.16 1.76 -0.15
C -0.07 0.51 0.13
C 1.25 -0.18 0.60
H 1.94 0.73 0.66
H -0.85 2.28 -0.74
H 0.76 2.22 0.20
H 1.31 -0.88 1.46
*
```

For the total energy, the calculation gives -18414.250 eV. The calculation puts the energy above the lowest of the compared OMol25 structures with the same formula, charge and spin at 79.5 kJ/mol. As for the gap between HOMO and LUMO: 0.4051 Eh. Its SMILES is C=C(Cl)CF. The largest force on an atom comes out at 4.9 eV/Å.

The net atomic charges from Mulliken, expressed in e, are:
1 Cl -0.21
2 F -0.25
3 C -0.62
4 C 0.31
5 C -0.17
6 H 0.15
7 H 0.32
8 H 0.19
9 H 0.28


C3H4ClF | wB97M-V/def2-TZVPD

```
! RIJCOSX wB97M-V def2-TZVPD def2/J DEFGRID3
* xyz 0 1
Cl 2.33 -0.24 0.07
F -1.47 -1.14 -0.22
C -0.26 0.78 0.02
C 0.72 -0.17 -0.48
C -0.55 -0.52 0.60
H -0.36 -0.91 1.66
H -1.06 1.13 -0.61
H 0.49 -0.56 -1.52
H 0.16 1.62 0.48
*
```

For the total energy, the calculation gives -18413.653 eV. The calculation puts the energy above the lowest of the compared OMol25 structures with the same formula, charge and spin at 137.1 kJ/mol. As for the gap between HOMO and LUMO: 0.3783 Eh. Its SMILES is F[C@@H]1C[C@H]1Cl. The largest force on an atom comes out at 3.6 eV/Å.

The net atomic charges from Mulliken, expressed in e, are:
1 Cl -0.19
2 F -0.28
3 C -0.49
4 C -0.13
5 C -0.08
6 H 0.33
7 H 0.21
8 H 0.32
9 H 0.31


C3H4ClF | wB97M-V/def2-TZVPD

```
! RIJCOSX wB97M-V def2-TZVPD def2/J DEFGRID3
* xyz 0 1
Cl 2.20 0.72 -0.12
F 0.64 0.00 -1.65
C 0.01 -0.85 0.35
C 0.61 0.23 -0.39
C -0.65 0.56 0.20
H -0.91 1.19 0.97
H -0.66 -1.53 -0.20
H -1.43 0.86 -0.53
H 0.21 -1.17 1.37
*
```

For the total energy, the calculation gives -18413.575 eV. The calculation puts the energy above the lowest of the compared OMol25 structures with the same formula, charge and spin at 144.6 kJ/mol. As for the gap between HOMO and LUMO: 0.4252 Eh. Its SMILES is FC1(Cl)CC1. The largest force on an atom comes out at 5.4 eV/Å.

The net atomic charges from Mulliken, expressed in e, are:
1 Cl -0.21
2 F -0.25
3 C -0.76
4 C 0.68
5 C -0.55
6 H 0.32
7 H 0.25
8 H 0.23
9 H 0.30


C3H4ClFN2 | wB97M-V/def2-TZVPD

```
! RIJCOSX wB97M-V def2-TZVPD def2/J DEFGRID3
* xyz 0 1
Cl 2.09 1.24 0.27
F 2.47 -1.18 -0.50
N -1.37 -0.28 -0.35
N -0.76 -0.76 0.79
C 0.49 -0.91 0.70
C -1.92 0.88 -0.28
C 1.43 -0.28 -0.31
H 0.95 -0.10 -1.29
H -2.53 1.18 -1.14
H -1.85 1.61 0.57
H 1.00 -1.40 1.54
*
```

For the total energy, the calculation gives -21393.872 eV. The calculation puts the energy above the lowest of the compared OMol25 structures with the same formula, charge and spin at 131.9 kJ/mol. As for the gap between HOMO and LUMO: 0.3857 Eh. Its SMILES is C=N/N=C\[C@H](F)Cl. The largest force on an atom comes out at 2.3 eV/Å.

The net atomic charges from Mulliken, expressed in e, are:
1 Cl -0.14
2 F -0.24
3 N -0.35
4 N -0.29
5 C -0.14
6 C -0.23
7 C 0.21
8 H 0.27
9 H 0.27
10 H 0.27
11 H 0.37


C3H4ClFO | wB97M-V/def2-TZVPD

```
! RIJCOSX wB97M-V def2-TZVPD def2/J DEFGRID3
* xyz 0 1
Cl -1.54 2.13 -2.56
F 0.39 -0.20 -1.80
O -0.12 -1.92 1.68
C 0.85 -0.91 1.39
C -0.95 1.58 -1.00
C 0.03 0.71 -0.94
H 0.20 -2.74 1.25
H 0.54 0.06 1.48
H -1.15 2.38 -0.28
H 1.74 -1.08 0.78
*
```

For the total energy, the calculation gives -20457.468 eV. The calculation puts the energy above the lowest of the compared OMol25 structures with the same formula, charge and spin at 506.4 kJ/mol. As for the gap between HOMO and LUMO (alpha / beta): 0.2565 / 0.3682 Eh. The largest force on an atom comes out at 3.5 eV/Å.

The net atomic charges from Mulliken, expressed in e, are:
1 Cl -0.18
2 F -0.17
3 O -0.42
4 C -0.51
5 C -0.13
6 C 0.05
7 H 0.33
8 H 0.40
9 H 0.32
10 H 0.30


C3H4ClFO | wB97M-V/def2-TZVPD

```
! RIJCOSX wB97M-V def2-TZVPD def2/J DEFGRID3
* xyz 0 1
Cl 3.41 -0.16 -0.09
F -1.02 -1.84 -0.37
O -0.76 1.61 -0.86
C 0.29 0.32 0.87
C -1.15 -0.66 -0.91
C -0.55 0.52 -0.35
H 1.32 0.06 0.55
H -0.07 -0.49 1.50
H -1.82 -0.62 -1.76
H 0.35 1.26 1.42
*
```

For the total energy, the calculation gives -20459.741 eV. The calculation puts the energy above the lowest of the compared OMol25 structures with the same formula, charge and spin at 287.1 kJ/mol. As for the gap between HOMO and LUMO (alpha / beta): 0.3330 / 0.1914 Eh. The largest force on an atom comes out at 1.1 eV/Å.

The net atomic charges from Mulliken, expressed in e, are:
1 Cl -0.07
2 F -0.21
3 O -0.54
4 C -0.20
5 C -0.22
6 C 0.65
7 H -0.47
8 H 0.31
9 H 0.42
10 H 0.33


C3H4ClFOS | wB97M-V/def2-TZVPD

```
! RIJCOSX wB97M-V def2-TZVPD def2/J DEFGRID3
* xyz 0 1
Cl 1.32 -0.45 2.59
S -2.29 1.05 -2.08
F -0.94 -0.05 1.33
O 0.22 0.43 -1.25
C -1.12 0.21 -1.27
C 0.33 0.16 1.16
C 0.81 -0.42 -0.19
H -1.47 -0.64 -0.57
H 0.55 1.25 1.02
H 0.68 -1.46 -0.36
H 1.92 -0.08 -0.37
*
```

For the total energy, the calculation gives -31296.852 eV. The calculation puts the energy above the lowest of the compared OMol25 structures with the same formula, charge and spin at 122.5 kJ/mol. As for the gap between HOMO and LUMO: 0.3352 Eh. Its SMILES is F[C@@H](Cl)COC=S. The largest force on an atom comes out at 4.1 eV/Å.

The net atomic charges from Mulliken, expressed in e, are:
1 Cl -0.18
2 S -0.23
3 F -0.21
4 O -0.30
5 C 0.01
6 C 0.32
7 C -0.62
8 H 0.24
9 H 0.29
10 H 0.38
11 H 0.30